The following is a DFT calculation (ωB97M-V/def2-TZVPD) of an isolated ion of composition C26H37BrF13NO5PS and charge +1 in a non-equilibrium geometry.

```
85
Properties=species:S:1:pos:R:3
C 9.4649 -0.7191 -0.3675
O 9.4347 -1.9068 0.4016
C 8.5925 -1.7917 1.5474
C 7.1063 -1.9315 1.1241
C 6.3507 -0.5795 1.0440
C 4.9395 -0.7575 0.3957
C 4.5729 0.3544 -0.6269
C 3.3225 1.1925 -0.2094
C 2.5206 1.6511 -1.4347
C 1.5156 2.7956 -1.1566
C 0.0563 2.3201 -0.9640
C -0.7680 2.2969 -2.2896
C -2.2587 2.5763 -1.9375
C -2.8280 1.2875 -1.2678
N -3.6130 1.5489 -0.0424
C -4.4313 2.6050 -0.0554
C -5.2312 2.9208 1.0021
P -6.3507 4.3767 0.8749
O -5.9022 5.4423 1.7450
O -7.8631 3.9027 1.1406
O -6.2742 4.8693 -0.6689
C -5.1993 2.1238 2.1430
C -4.3550 1.0211 2.1653
C -4.3821 0.1488 3.4163
C -4.6695 1.0295 4.6588
O -3.8076 1.7292 5.1106
Br -6.4295 1.0570 5.4835
C -3.5669 0.7562 1.0468
C -2.6792 -0.4903 1.1013
C -3.4610 -1.8274 0.9758
C -3.8843 -2.2280 -0.4303
F -4.4615 -1.1393 -1.0431
F -4.8835 -3.1268 -0.3371
C -2.7621 -2.6996 -1.3959
F -1.9422 -1.6451 -1.6245
F -3.3730 -2.9412 -2.5767
C -2.0143 -4.0226 -1.0018
F -2.5766 -4.5322 0.1300
F -2.2577 -4.9589 -1.9192
C -0.4946 -3.8706 -0.6738
F -0.1765 -4.9225 0.0957
F -0.2552 -2.8054 0.1052
S 0.7039 -3.8983 -2.1221
F 0.4286 -5.4218 -2.3830
F -0.3987 -3.4135 -3.1566
F 1.0683 -2.3501 -1.8683
F 1.8688 -4.2649 -1.0964
F 1.7663 -3.9194 -3.2876
H 8.6981 -0.7503 -1.1610
H 10.4459 -0.6347 -0.8478
H 9.2716 0.1825 0.2337
H 8.8538 -2.6333 2.1979
H 8.7928 -0.8488 2.0792
H 6.5752 -2.6185 1.7971
H 7.1080 -2.3941 0.1257
H 6.9618 0.1572 0.5148
H 6.1805 -0.2845 2.0908
H 4.1822 -0.8758 1.1818
H 4.9841 -1.7325 -0.1146
H 5.4381 1.0080 -0.7727
H 4.2870 -0.1533 -1.5600
H 2.7353 0.6350 0.5314
H 3.7261 2.0956 0.2768
H 2.0018 0.7980 -1.9002
H 3.2382 2.0169 -2.1838
H 1.5177 3.4513 -2.0400
H 1.8499 3.4169 -0.3156
H 0.0131 1.3541 -0.4357
H -0.4200 3.0521 -0.2883
H -0.3850 3.0285 -3.0061
H -0.6728 1.2807 -2.6991
H -2.2578 3.4367 -1.2590
H -2.8035 2.8134 -2.8597
H -3.4855 0.7949 -1.9928
H -1.9822 0.6243 -1.1235
H -4.5092 3.2427 -0.9310
H -8.1116 3.2844 0.4338
H -6.5214 4.1637 -1.2859
H -5.8676 2.3828 2.9632
H -3.4465 -0.3664 3.6411
H -5.2019 -0.5754 3.3036
H -1.8052 -0.4117 0.4538
H -2.2769 -0.4790 2.1211
H -2.8873 -2.5926 1.5082
H -4.3883 -1.7105 1.5522
```

Results
Lowest unoccupied orbital energy: -4.49 eV
Maximum force: 2.5 eV/Å
Total charge: +1
Highest occupied orbital energy: -10.81 eV
Orbital gap: 0.232 Ha

Partial charges, Mulliken, in e:
1. C -0.66
2. O -0.44
3. C -0.62
4. C -0.71
5. C -0.50
6. C -0.58
7. C -0.66
8. C -0.58
9. C -0.52
10. C -1.27
11. C 0.10
12. C -1.12
13. C -1.25
14. C 0.15
15. N 0.46
16. C -0.39
17. C -0.49
18. P 1.00
19. O -0.61
20. O -0.49
21. O -0.54
22. C -0.70
23. C 1.04
24. C -0.55
25. C -0.04
26. O -0.45
27. Br -0.09
28. C 1.14
29. C -1.72
30. C -0.65
31. C 0.39
32. F -0.34
33. F -0.33
34. C 0.66
35. F -0.12
36. F -0.34
37. C 0.62
38. F -0.32
39. F -0.25
40. C 0.46
41. F -0.27
42. F -0.18
43. S 1.35
44. F -0.28
45. F -0.30
46. F -0.31
47. F -0.31
48. F -0.29
49. H 0.21
50. H 0.26
51. H 0.31
52. H 0.32
53. H 0.39
54. H 0.42
55. H 0.42
56. H 0.26
57. H 0.18
58. H 0.40
59. H 0.32
60. H 0.39
61. H 0.32
62. H 0.28
63. H 0.20
64. H 0.22
65. H 0.46
66. H 0.38
67. H 0.49
68. H -0.10
69. H 0.40
70. H 0.70
71. H 0.16
72. H 0.60
73. H 0.40
74. H 0.38
75. H -0.43
76. H 0.85
77. H 0.37
78. H 0.35
79. H 0.25
80. H 0.34
81. H 0.53
82. H 0.18
83. H 0.74
84. H 0.57
85. H 0.38